#one
Here is a 10-piece molecular cluster, C8H30O9 overall from OMol25. Energies are from ωB97M-V/def2-TZVPD.

Atoms and positions in Å:
C: -2.543 -0.675 1.044
C: -1.237 -0.223 0.468
C: -1.141 0.808 -0.387
C: 0.547 -1.065 1.784
C: -0.085 -1.204 0.609
C: -0.207 -2.292 -0.307
C: 0.761 -2.800 -1.061
C: 1.735 -2.017 2.051
H: -3.450 -0.080 0.972
H: -2.949 -1.627 0.672
H: -2.280 -1.024 2.057
H: -0.211 1.225 -0.719
H: -1.985 1.323 -0.792
H: 0.541 -0.262 2.498
H: -1.227 -2.690 -0.420
H: 1.737 -2.347 -0.940
H: 0.610 -3.554 -1.822
H: 1.893 -2.744 1.286
H: 2.658 -1.477 2.223
H: 1.616 -2.676 2.934
H: 1.115 2.840 1.354
H: 2.161 2.611 0.490
O: 1.204 2.791 0.391
H: -1.071 3.040 3.045
H: -1.255 2.164 4.296
O: -0.635 2.391 3.591
H: 2.907 0.162 1.149
H: 3.699 0.145 -0.154
O: 3.384 0.745 0.543
H: -2.176 2.328 -2.727
H: -1.296 2.443 -3.989
O: -1.422 2.798 -3.101
H: 1.013 2.458 -3.110
H: 1.404 2.249 -1.664
O: 1.470 1.833 -2.535
H: -1.047 -0.412 -3.246
H: 0.317 0.294 -2.908
O: -0.346 0.136 -3.600
H: 2.445 0.368 -2.320
H: 3.625 0.084 -3.147
O: 3.234 -0.216 -2.318
H: 0.271 -2.832 4.346
H: -0.320 -1.567 3.850
O: -0.402 -2.194 4.581
H: -4.042 -0.353 -1.212
H: -4.950 0.612 -2.056
O: -4.069 0.481 -1.697

Output
LUMO level = 0.2606 eV
gap between HOMO and LUMO = 9.3 eV
structure (SMILES) = C=C/C(=C\C)C(=C)C.O.O.O.O.O.O.O.O.O
highest occupied orbital energy = -9.09 eV

Per-atom natural (NBO) charges, elementary charge units: atom 1 (C): -0.67, atom 2 (C): -0.01, atom 3 (C): -0.38, atom 4 (C): -0.21, atom 5 (C): -0.05, atom 6 (C): -0.23, atom 7 (C): -0.36, atom 8 (C): -0.65, atom 9 (H): 0.23, atom 10 (H): 0.20, atom 11 (H): 0.23, atom 12 (H): 0.21, atom 13 (H): 0.20, atom 14 (H): 0.22, atom 15 (H): 0.21, atom 16 (H): 0.20, atom 17 (H): 0.21, atom 18 (H): 0.23, atom 19 (H): 0.20, atom 20 (H): 0.19, atom 21 (H): 0.48, atom 22 (H): 0.49, atom 23 (O): -0.96, atom 24 (H): 0.47, atom 25 (H): 0.48, atom 26 (O): -0.95, atom 27 (H): 0.47, atom 28 (H): 0.50, atom 29 (O): -0.97, atom 30 (H): 0.48, atom 31 (H): 0.48, atom 32 (O): -0.96, atom 33 (H): 0.51, atom 34 (H): 0.51, atom 35 (O): -0.98, atom 36 (H): 0.47, atom 37 (H): 0.49, atom 38 (O): -0.97, atom 39 (H): 0.49, atom 40 (H): 0.47, atom 41 (O): -0.98, atom 42 (H): 0.46, atom 43 (H): 0.47, atom 44 (O): -0.93, atom 45 (H): 0.48, atom 46 (H): 0.48, atom 47 (O): -0.96



#two
Here is a 10-piece molecular cluster, C8H30O9 overall from OMol25. Energies are from ωB97M-V/def2-TZVPD.

Atoms and positions in Å:
C: -2.712 -0.883 -1.052
C: -1.693 0.197 -1.374
C: -0.608 -0.185 -2.345
C: -0.721 -0.070 -3.672
C: 1.021 -0.411 -0.485
C: 0.697 -0.513 -1.772
C: 2.736 -1.002 1.167
C: 2.483 -0.752 -0.100
H: -3.525 -0.552 -0.416
H: -2.207 -1.693 -0.471
H: -3.253 -1.326 -1.899
H: -2.319 0.957 -1.887
H: -1.319 0.663 -0.460
H: -0.011 -0.447 -4.427
H: -1.572 0.212 -4.273
H: 0.357 -0.286 0.361
H: 1.525 -0.641 -2.431
H: 3.757 -1.260 1.553
H: 2.095 -1.084 2.020
H: 3.252 -0.810 -0.869
H: 2.740 1.227 1.229
H: 3.909 1.951 0.502
O: 3.153 2.096 1.089
H: -0.194 -2.553 1.687
H: -0.359 -1.209 2.551
O: -0.695 -2.103 2.429
H: 0.431 -3.701 -2.800
H: -0.532 -2.656 -2.449
O: -0.084 -3.413 -2.037
H: -0.476 2.554 1.363
H: -1.405 2.874 2.477
O: -1.172 2.125 1.918
H: 1.547 2.788 1.123
H: 0.873 3.799 0.054
O: 0.831 3.458 0.955
H: 1.334 3.397 -2.508
H: -0.100 3.550 -2.095
O: 0.755 3.199 -1.767
H: -0.297 -3.743 0.067
H: 1.170 -3.455 0.120
O: 0.444 -3.740 0.688
H: -2.980 1.180 2.536
H: -3.443 -0.243 2.947
O: -3.779 0.646 2.711
H: 0.550 0.503 4.032
H: -0.497 0.968 2.896
O: 0.289 0.388 3.119

Output
LUMO level = 0.0049 eV
gap between HOMO and LUMO = 8.7 eV
structure (SMILES) = C=C/C=C/C(=C)CC.O.O.O.O.O.O.O.O.O
highest occupied orbital energy = -8.73 eV

Per-atom natural (NBO) charges, elementary charge units: atom 1 (C): -0.61, atom 2 (C): -0.44, atom 3 (C): -0.02, atom 4 (C): -0.40, atom 5 (C): -0.20, atom 6 (C): -0.21, atom 7 (C): -0.42, atom 8 (C): -0.23, atom 9 (H): 0.23, atom 10 (H): 0.21, atom 11 (H): 0.20, atom 12 (H): 0.21, atom 13 (H): 0.23, atom 14 (H): 0.19, atom 15 (H): 0.20, atom 16 (H): 0.22, atom 17 (H): 0.20, atom 18 (H): 0.20, atom 19 (H): 0.23, atom 20 (H): 0.21, atom 21 (H): 0.50, atom 22 (H): 0.49, atom 23 (O): -0.97, atom 24 (H): 0.49, atom 25 (H): 0.48, atom 26 (O): -1.02, atom 27 (H): 0.47, atom 28 (H): 0.48, atom 29 (O): -0.95, atom 30 (H): 0.52, atom 31 (H): 0.48, atom 32 (O): -1.00, atom 33 (H): 0.51, atom 34 (H): 0.51, atom 35 (O): -1.00, atom 36 (H): 0.48, atom 37 (H): 0.48, atom 38 (O): -0.94, atom 39 (H): 0.50, atom 40 (H): 0.48, atom 41 (O): -0.94, atom 42 (H): 0.48, atom 43 (H): 0.48, atom 44 (O): -0.96, atom 45 (H): 0.48, atom 46 (H): 0.51, atom 47 (O): -1.01



The least stable of them is #one.